1.
C28H42BF3IrN12P as an isolated structure, computed with the ωB97M-V functional and the def2-TZVPD basis.

Last column: Mulliken charge in e.
Geometry (Å):
H -1.10 5.15 6.67  0.49
N -0.93 3.68 1.67  1.75
H -0.39 4.25 -1.42  0.51
C -3.69 1.97 2.23  -0.93
C 2.13 0.79 -4.32  -1.01
H 1.76 2.03 3.83  0.62
C -1.12 -3.62 -1.03  0.00
C -3.01 2.01 3.37  -0.33
F -0.26 1.05 5.08  -0.27
H 2.59 1.78 -4.29  0.44
C -3.19 -1.90 -1.70  -0.26
H 2.04 -3.63 2.37  0.43
C -1.46 4.91 1.59  -0.25
H 3.95 -3.91 0.83  0.29
N -0.21 3.67 4.03  0.60
C 0.82 -1.52 -4.22  -1.08
C 2.85 1.25 2.16  -1.46
N 0.93 -0.84 -2.92  0.98
H 1.90 -5.01 -1.15  0.24
H 2.44 0.46 -2.21  -0.07
H -3.48 2.25 4.32  0.51
H 1.63 4.55 3.41  0.53
N 0.54 1.92 2.22  -1.38
N 1.80 1.20 0.07  0.05
Ir -0.07 1.27 0.34  0.87
C 1.62 0.46 -2.93  0.15
H -2.90 -1.32 -0.81  -0.20
C 1.68 1.73 2.79  0.62
C 2.79 -4.42 -0.91  -0.67
C 1.00 0.75 -5.34  -0.68
H 0.32 1.58 -5.15  0.35
N -0.44 3.33 0.46  -1.12
C -1.99 -1.93 -2.63  -0.79
H -0.30 -4.34 -1.05  -0.03
N -1.64 1.72 3.34  0.72
H 1.81 -1.86 -4.53  0.66
C -1.33 5.36 0.29  -1.22
N -1.89 1.34 0.65  -0.05
H 1.41 0.92 -6.34  0.33
H -4.01 -1.37 -2.17  0.56
H -0.82 -0.42 -5.06  0.10
N -1.09 3.86 5.04  -0.94
F -2.23 0.16 4.88  -0.29
H 2.57 -1.69 0.98  0.25
N -0.21 -0.34 -0.53  -0.02
H 1.30 6.04 5.67  0.43
C 2.61 -3.00 -1.42  -0.47
C -2.42 -4.29 -1.43  -1.11
B -0.60 2.75 2.89  -0.04
C -3.09 1.54 0.97  0.21
C 0.84 4.52 4.15  -0.30
H -1.86 5.39 2.47  0.51
H 3.63 -4.89 -1.43  0.38
H 2.40 -3.00 -2.49  0.22
H -1.20 -3.25 0.00  0.30
C 3.01 -4.42 0.60  -0.80
H 3.10 -5.44 0.97  0.42
H 2.93 0.10 -4.60  0.39
H -3.77 1.40 0.13  0.45
H -1.64 6.31 -0.11  0.46
H 0.28 -1.11 -6.24  0.51
H -2.22 -2.50 -3.54  0.41
C 0.66 5.28 5.28  -0.98
C 1.68 -2.29 0.74  -0.45
C -1.21 0.69 4.20  0.54
H -2.33 -4.66 -2.45  0.34
N 1.52 -2.32 -0.71  0.92
H 0.82 -1.79 1.19  0.09
H -4.43 -3.67 -1.93  0.31
N -0.81 -2.52 -1.97  0.07
H 3.53 -2.43 -1.27  0.39
H 3.75 1.14 2.74  0.52
H 0.93 -4.26 1.16  0.21
H -1.73 -0.92 -2.96  0.41
C -3.60 -3.33 -1.30  -0.81
H 0.20 -2.41 -4.10  0.49
H 3.83 0.95 0.23  0.41
C -0.57 4.82 5.79  -0.41
H -3.97 -3.33 -0.28  0.40
C 1.86 -3.70 1.30  -0.63
P 0.37 -1.46 -1.51  -1.24
C 0.24 -0.59 -5.28  -0.67
F -0.65 -0.33 3.49  -0.20
H -4.74 2.22 2.19  0.49
H 0.93 1.24 -2.60  -0.04
H -2.57 -5.17 -0.80  0.45
C 2.88 1.10 0.74  -0.12
C -0.69 4.32 -0.39  -0.42

Calculated values
* gap between HOMO and LUMO (spin up / spin down): 6.2 / 6.1 eV
* max |F|: 0.0164 hartree/bohr
* calculated total energy: -2519.16802 Eh
* spin multiplicity: 2
* <S²>: 0.81
* charge: +1
* HOMO level (spin up / spin down): -0.403 / -0.405 Ha
* energy relative to the best compared isomer or geometry (same formula, charge and spin): 98.73 kcal/mol
* LUMO energy (spin up / spin down): -4.771 / -4.882 eV



2.
A 2-piece molecular cluster, C3H2N2O2S2 overall, computed with the ωB97M-V functional and the def2-TZVPD basis.

Last column: natural (NBO) charge in e.
Geometry (Å):
N -0.19 -1.25 0.13  -0.70
N -0.63 0.86 -0.55  -0.55
C -1.16 -0.33 -0.18  0.78
C 0.74 0.82 -0.57  0.00
H 0.64 -0.01 1.90  -0.53
S -1.65 2.25 -0.68  -0.46
C 1.05 -0.60 0.17  0.60
H -0.33 -1.79 0.96  0.41
O 2.13 -1.16 0.20  -0.71
S 1.75 1.81 -1.28  -0.17
O -2.35 -0.61 -0.10  -0.67

Calculated values
* gap between HOMO and LUMO (spin up / spin down): 5.4 / 5.4 eV
* max |F|: 0.0803 hartree/bohr
* calculated total energy: -1171.82094 Eh
* spin multiplicity: 1
* charge: -2
* HOMO level (spin up / spin down): 0.012 / 0.012 Ha
* energy relative to the best compared isomer or geometry (same formula, charge and spin): 7.59 kcal/mol
* LUMO energy (spin up / spin down): 5.714 / 5.714 eV



What is the formula in the second record?
C3H2N2O2S2



What is the formula in the first record?
C28H42BF3IrN12P



The highest max |F| belongs to which entry?
C3H2N2O2S2